[1]
A molecular structure, C26H26BaIN2S3, computed with wB97M-V/def2-TZVPD.

Total charge ... +1
2S+1 ... 1
Highest occupied orbital energy ... -9.8 eV
HOMO-LUMO gap ... 7.35 eV
LUMO energy ... -2.45 eV

```
59
Properties=species:S:1:pos:R:3:forces:R:3
Ba 1.09937 -0.59742 0.47909 -0.035 -0.372 -0.388
C 1.99627 2.10428 -2.40109 -1.317 -1.657 -1.257
C 1.11297 3.12848 -1.72263 0.817 1.512 0.066
S 0.06985 2.53039 -0.40920 -0.463 -1.258 -0.007
C 0.49990 3.45609 1.05885 -2.199 -0.329 0.463
C 1.89536 3.58360 1.47474 1.661 0.566 1.504
S 2.63782 1.95379 2.01478 0.070 0.818 -0.546
C 4.19856 1.93983 1.07671 0.995 1.014 -0.755
C 4.12308 2.22250 -0.47294 -0.145 -0.757 0.478
S 3.08571 1.02053 -1.44355 0.390 0.756 0.406
H 1.33129 1.36855 -3.00057 0.938 0.852 1.221
H 2.54367 2.58352 -3.19541 0.544 0.338 -0.118
H 1.72695 3.98547 -1.31638 -0.624 -0.777 -0.486
H 0.46778 3.53929 -2.51986 0.250 -0.008 0.429
H -0.00106 4.41164 0.94819 0.287 0.478 0.127
H -0.09348 2.95977 1.88907 0.540 0.303 -0.941
H 2.56728 4.08453 0.77286 -0.151 -0.401 -0.199
H 1.89185 4.29108 2.34053 0.186 -0.772 -0.333
H 4.91990 2.70216 1.51167 -0.942 -0.792 -0.412
H 4.69883 0.96768 1.23901 -0.467 0.297 0.009
H 3.79357 3.21991 -0.74263 -0.268 0.120 0.299
H 5.13901 2.17404 -0.85590 0.123 -0.225 -0.013
C -0.65949 -2.65803 -3.89242 -0.305 0.086 -0.336
C -2.03105 -2.48477 -3.76574 0.953 0.415 0.085
C -2.47457 -1.61095 -2.81688 -0.421 0.755 0.801
C -1.57011 -0.97618 -1.95307 -0.717 0.114 0.445
C -0.20046 -1.23121 -1.98282 0.781 1.137 1.063
C 0.21698 -2.02785 -3.02312 2.055 -1.527 -1.054
C -2.13485 -0.11759 -0.85183 0.418 -1.934 -0.790
C -3.36090 0.57573 -1.05400 1.190 0.858 1.648
C -3.73914 1.37775 -0.02696 -0.524 0.276 0.214
C -3.06113 1.40311 1.23055 -1.760 1.556 -1.247
C -3.51005 2.29516 2.26172 0.618 -0.878 -0.629
C -2.87568 2.15204 3.44472 0.078 -0.409 1.514
C -1.93153 1.07003 3.62033 -0.619 2.092 3.498
C -1.46608 0.29977 2.65914 0.449 -0.565 -1.816
C -2.00618 0.55509 1.36898 1.578 -2.367 -0.469
N -1.50215 -0.20864 0.31526 -1.604 1.271 0.137
H -0.30392 -3.24708 -4.71584 0.300 -0.358 -0.152
H -2.71012 -2.93785 -4.43087 -0.657 -0.614 -0.662
H -3.53552 -1.42845 -2.70151 -0.096 -0.040 -0.074
H 1.32642 -2.31638 -3.19776 -1.690 0.728 0.465
H -3.86823 0.62758 -1.97947 -0.272 -0.275 -0.803
H -4.62085 2.00407 -0.12164 0.041 0.030 -0.052
H -4.31762 2.98309 2.03079 0.153 -0.007 0.265
H -3.13377 2.71526 4.36620 0.133 -0.274 -0.936
H -1.61837 0.93163 4.67158 0.002 -0.047 -0.709
H -0.76940 -0.52284 2.83067 -0.210 0.175 0.038
I 2.07134 -7.30809 2.85768 -0.598 0.810 -0.418
C 1.09055 -5.72226 1.80832 0.275 0.263 -0.515
C 0.13909 -5.99643 0.79665 0.613 -0.855 1.045
C -0.41763 -5.02540 0.01561 1.525 2.306 0.623
C 0.03055 -3.68156 0.28354 -0.637 -1.928 -0.812
N 0.98456 -3.45286 1.17690 -0.293 1.712 -0.039
C 1.52578 -4.40411 1.93946 -1.881 -1.744 -1.135
H -0.12253 -7.02739 0.66768 -0.176 -0.389 -0.259
H -0.97588 -5.23418 -0.86759 -0.747 -0.141 -0.161
H -0.39963 -2.86419 -0.34896 0.604 -0.478 0.710
H 2.22706 -4.13573 2.65936 1.255 0.540 0.970
```
Forces are in eV/Å.

These are the Löwdin partial charges, in e, on atoms 1 to 5:
1. Ba 1.564
2. C -0.547
3. C -0.526
4. S 0.862
5. C -0.567

***

[2]
A molecular structure, C26H26Cl2N6RhS, computed with wB97M-V/def2-TZVPD.

Total charge ... +1
2S+1 ... 5
Highest occupied orbital energy (spin up / spin down) ... -9.8 / -10.3 eV
HOMO-LUMO gap (spin up / spin down) ... 7.02 / 7.09 eV
LUMO energy (spin up / spin down) ... -2.76 / -3.20 eV

```
62
Properties=species:S:1:pos:R:3:forces:R:3
Rh 0.21034 0.47865 0.75779 0.678 -0.553 -0.518
C -3.33037 -0.85456 -1.57911 0.073 -0.052 -0.097
C -4.33722 -0.56212 -0.68050 -0.139 0.020 0.016
C -4.01288 -0.41406 0.65678 -0.134 -0.017 0.096
C -2.69032 -0.54244 1.04613 0.063 0.073 0.224
N -1.70763 -0.80913 0.17725 -0.120 -0.096 -0.174
C -2.03520 -0.97205 -1.10571 0.045 -0.040 0.048
C -2.26520 -0.33219 2.45829 -0.074 -0.129 -0.184
C -3.11047 -0.51998 3.53988 -0.171 -0.052 -0.040
C -2.61000 -0.30954 4.81128 -0.030 -0.018 0.100
C -1.28392 0.05042 4.97008 0.046 0.012 0.145
C -0.49021 0.19008 3.84138 0.254 0.078 0.100
N -0.99271 0.02301 2.62355 -0.155 0.084 -0.073
C 0.96809 0.51344 3.88683 -0.230 -0.004 0.022
C 1.67154 0.60119 5.07552 0.035 0.001 0.166
C 3.02117 0.91381 5.04140 -0.050 -0.008 0.093
C 3.62770 1.11708 3.81728 0.087 0.033 -0.023
C 2.85956 0.98534 2.67339 -0.034 -0.002 -0.071
N 1.56019 0.69118 2.70264 0.099 0.122 -0.077
H -3.53238 -0.97054 -2.63494 0.017 -0.017 0.020
H -5.35966 -0.43835 -1.01558 0.040 -0.016 0.032
H -4.77431 -0.17404 1.38697 0.025 0.022 -0.053
H -1.21627 -1.18522 -1.77719 0.072 0.061 -0.061
H -4.13377 -0.84033 3.39210 0.075 0.022 0.023
H -3.24532 -0.44360 5.67799 0.026 0.024 -0.040
H -0.88152 0.21799 5.95862 -0.019 -0.026 -0.031
H 1.17952 0.41748 6.01928 0.032 0.039 0.006
H 3.58839 0.99660 5.95972 -0.032 -0.018 -0.019
H 4.67793 1.36807 3.74282 -0.069 -0.025 -0.026
H 3.30275 1.11079 1.69474 -0.019 0.009 -0.005
C 2.30278 -4.30928 -1.39933 0.021 0.066 0.008
C 1.09843 -3.48599 -1.83495 0.123 0.119 0.104
N 1.17139 -2.08380 -1.39342 0.203 -0.031 -0.178
C 2.08624 -1.14047 -1.69961 -0.012 0.049 -0.100
S 2.41573 0.12576 -0.59118 -0.136 -0.324 0.020
N 2.75857 -1.12218 -2.85719 -0.016 -0.208 0.092
C 2.56726 -1.89395 -4.08927 -0.169 0.176 0.054
C 1.27195 -1.54462 -4.81111 -0.024 0.011 0.040
H 2.20909 -5.33751 -1.75275 -0.009 0.049 0.013
H 2.38611 -4.32446 -0.31178 0.006 -0.009 -0.027
H 3.22865 -3.89146 -1.79954 -0.013 -0.023 -0.001
H 0.18898 -3.88568 -1.38935 -0.039 0.017 0.014
H 0.96025 -3.53747 -2.90786 -0.060 0.036 -0.162
H 0.79569 -1.92005 -0.47348 -0.105 0.013 0.169
H 3.36822 -0.32469 -2.92761 0.037 0.049 -0.007
H 2.63469 -2.95650 -3.88317 0.027 -0.132 0.049
H 3.41596 -1.65141 -4.72425 0.060 -0.001 0.006
H 0.40065 -1.71214 -4.17354 0.040 -0.007 -0.019
H 1.16604 -2.15905 -5.70689 0.003 0.031 0.035
H 1.27009 -0.49484 -5.10843 -0.008 -0.041 0.015
Cl -0.92587 1.66182 -3.67579 -0.021 0.039 0.026
C -1.00652 2.97465 -2.54678 0.058 -0.069 0.142
C -1.38274 4.22882 -2.96828 -0.004 0.028 -0.034
C -1.43335 5.28003 -2.05587 -0.003 -0.003 -0.030
C -1.10296 5.07859 -0.71839 -0.033 0.138 -0.030
C -0.73109 3.82578 -0.30004 0.056 -0.397 -0.107
Cl -0.31018 3.52642 1.34903 -0.020 0.324 0.179
C -0.66675 2.70596 -1.18923 0.076 0.006 -0.088
N -0.30440 1.50474 -0.76430 -0.440 0.677 0.194
H -1.62911 4.39062 -4.00908 -0.006 -0.012 0.025
H -1.72928 6.26554 -2.39100 0.019 -0.042 0.009
H -1.13235 5.89983 -0.01419 -0.004 -0.056 -0.006
```
Forces are in eV/Å.

These are the Löwdin partial charges, in e, on atoms 1 to 5:
1. Rh 0.801
2. C -0.038
3. C -0.034
4. C 0.001
5. C -0.214

***

[3]
6 unconnected molecules or ions with the total composition C26H26Cl3N5, computed with wB97M-V/def2-TZVPD.

Structure (SMILES) ... ClC(Cl)Cl.c1ccncc1.c1ccncc1.c1ccncc1.c1ccncc1.c1ccncc1
Total charge ... 0
2S+1 ... 1
Highest occupied orbital energy ... -9.4 eV
HOMO-LUMO gap ... 9.58 eV
LUMO energy ... 0.22 eV

```
60
Properties=species:S:1:pos:R:3:forces:R:3
N 11.69571 16.32251 17.67684 0.072 0.051 0.060
C 12.72139 16.30187 18.52492 0.067 0.185 -0.014
C 12.82494 15.40716 19.58252 0.097 -0.196 -0.281
C 11.82688 14.46287 19.72419 -0.310 -0.386 -0.017
C 10.74709 14.46570 18.85082 0.207 0.178 0.173
C 10.73017 15.42614 17.85256 -0.211 0.022 -0.135
H 13.49939 17.03239 18.33202 0.032 -0.048 0.082
H 13.69345 15.39745 20.22711 -0.019 0.147 0.033
H 11.87931 13.68759 20.48001 0.069 0.171 0.132
H 9.94465 13.75067 18.96453 -0.024 -0.011 -0.116
H 9.90974 15.48388 17.14438 -0.008 -0.078 0.038
N 16.02626 15.41328 17.22103 -0.273 0.121 0.158
C 16.21266 14.39307 18.05080 -0.009 0.103 -0.210
C 16.94078 13.27112 17.70618 0.476 -0.336 0.302
C 17.52507 13.19140 16.45275 -0.260 0.178 0.031
C 17.31388 14.24368 15.57516 0.057 -0.202 -0.045
C 16.55439 15.31902 16.00831 0.151 0.184 -0.200
H 15.71229 14.46779 19.00934 0.128 0.012 0.097
H 17.08501 12.46410 18.41685 -0.133 0.057 0.015
H 18.09183 12.31188 16.17931 0.065 0.051 -0.100
H 17.71580 14.24080 14.57088 0.012 -0.030 0.015
H 16.38036 16.15690 15.34103 -0.039 -0.009 0.032
N 11.54968 7.22026 27.73122 -0.081 -0.302 0.174
C 10.77378 8.07571 27.08327 -0.015 0.325 -0.402
C 11.26385 9.03659 26.19994 -0.028 0.153 0.554
C 12.63340 9.12965 26.03776 0.112 -0.331 -0.598
C 13.44332 8.16692 26.62193 0.012 0.186 0.378
C 12.85644 7.25524 27.48840 0.043 0.039 -0.271
H 9.70538 8.01046 27.26040 0.030 -0.073 0.082
H 10.59540 9.74275 25.72608 -0.032 -0.056 -0.021
H 13.05947 9.88542 25.38890 -0.010 0.022 0.056
H 14.51312 8.15080 26.46087 -0.012 0.044 0.011
H 13.46345 6.51369 27.99515 -0.020 0.004 0.046
N 12.99812 13.13127 14.85490 -0.228 0.211 -0.088
C 13.29802 13.30922 16.13630 -0.006 0.332 0.292
C 14.00893 12.39487 16.88922 0.127 -0.255 0.194
C 14.41530 11.21903 16.28612 0.130 -0.260 -0.169
C 14.12064 11.01942 14.94948 -0.186 0.031 -0.088
C 13.40401 12.00813 14.28526 0.231 -0.294 -0.218
H 12.96749 14.23637 16.59532 0.012 -0.002 -0.120
H 14.28938 12.60350 17.91412 -0.292 0.004 -0.057
H 14.96399 10.46017 16.83182 0.045 0.089 0.068
H 14.41344 10.12073 14.42289 0.002 -0.037 0.060
H 13.16694 11.88144 13.23321 -0.054 0.038 0.031
N 13.52440 7.15410 15.24933 0.115 0.248 -0.164
C 13.53401 7.55762 16.51925 -0.084 0.252 -0.342
C 13.94554 6.75912 17.56078 0.234 -0.162 0.426
C 14.34848 5.45433 17.29888 0.024 0.347 0.206
C 14.36220 5.03515 15.98503 -0.234 -0.266 0.001
C 13.95531 5.92844 15.00375 0.034 -0.364 -0.164
H 13.20850 8.57908 16.68205 -0.057 -0.009 0.109
H 13.97756 7.15441 18.56801 -0.126 -0.050 0.007
H 14.65310 4.82664 18.12609 0.015 -0.160 -0.128
H 14.60712 4.02046 15.69995 0.203 0.042 0.079
H 13.98664 5.60343 13.96814 -0.127 0.148 -0.026
C 13.82239 10.92011 20.94523 -0.102 -0.205 -0.045
Cl 13.98761 10.30244 22.59202 0.023 0.039 -0.117
Cl 14.48194 9.78575 19.76541 0.062 -0.077 0.022
Cl 14.57891 12.49210 20.76320 0.114 0.115 0.137
H 12.76622 11.01637 20.73110 -0.026 0.073 0.036
```
Forces are in eV/Å.

These are the Löwdin partial charges, in e, on atoms 1 to 5:
1. N 0.058
2. C -0.158
3. C -0.094
4. C -0.107
5. C -0.071

***

[4]
A molecular structure, C26H26F5GeO2SSbSe4Tc, computed with wB97M-V/def2-TZVPD.

Total charge ... +1
2S+1 ... 1
Highest occupied orbital energy ... -10.9 eV
HOMO-LUMO gap ... 6.97 eV
LUMO energy ... -3.96 eV

```
67
Properties=species:S:1:pos:R:3:forces:R:3
Tc 0.06031 -0.41755 0.89073 -0.038 0.055 0.065
Se 3.45835 -1.60959 5.34964 -0.013 0.004 -0.001
Sb 1.69956 -1.59164 3.82877 -0.007 -0.022 0.029
Se -0.02177 0.13527 3.35035 0.040 -0.017 -0.078
Se 1.88079 -2.25774 1.30249 0.008 -0.011 -0.028
Se 0.74517 -3.72004 2.86580 -0.007 0.042 -0.013
C -1.32369 -3.97786 -0.50540 0.005 0.003 0.010
C -1.31485 -3.30883 -1.86825 -0.003 0.012 -0.027
S -1.53216 -1.53218 -1.78273 0.023 0.033 -0.013
O -0.02850 -1.13660 -1.27584 -0.029 -0.102 -0.018
C -1.53177 -1.06481 -3.51492 -0.006 0.020 0.003
C -0.59248 -1.81644 -4.43651 0.003 0.011 0.001
H -1.18541 -5.04795 -0.65536 0.009 0.002 0.012
H -2.26395 -3.82419 0.01916 -0.008 0.006 -0.002
H -0.50739 -3.61696 0.11918 -0.002 -0.002 0.003
H -2.14980 -3.63586 -2.49501 0.002 -0.007 -0.003
H -0.38371 -3.46693 -2.41261 -0.006 -0.021 0.004
H -1.31849 0.00641 -3.48891 0.001 0.000 -0.006
H -2.58590 -1.16972 -3.79105 -0.003 -0.001 0.012
H 0.41826 -1.85428 -4.03429 0.002 -0.006 -0.001
H -0.53546 -1.26632 -5.37575 0.003 0.000 0.001
H -0.94390 -2.82394 -4.65055 -0.001 -0.004 0.005
F -2.25757 1.26046 -0.29546 0.018 -0.004 0.011
C -1.73754 0.75822 0.88994 -0.032 0.011 0.057
F -1.85953 1.79139 1.77251 -0.008 0.018 -0.024
C -2.74495 -0.34894 1.32385 0.019 -0.029 -0.046
F -3.79705 -0.51873 0.53961 -0.007 0.003 0.012
F -1.98874 -1.55043 1.18325 0.008 -0.033 0.007
F -3.13464 -0.30237 2.57356 0.007 0.008 -0.016
C 0.24730 0.32144 -1.06172 0.002 0.062 0.034
Ge 1.94991 0.77225 -2.00605 -0.006 -0.020 0.008
C 1.56952 0.75547 -3.91915 0.003 0.006 -0.012
C 2.34378 0.03820 -4.82948 -0.001 0.002 0.003
C 2.07853 0.10331 -6.19217 0.001 0.000 0.000
C 1.03373 0.88695 -6.66088 -0.001 -0.002 0.002
C 0.26411 1.62230 -5.76716 0.001 0.001 -0.002
C 0.53929 1.56232 -4.40805 0.003 -0.004 -0.003
C 2.38194 2.57563 -1.46232 0.001 0.011 -0.008
C 3.62928 3.11529 -1.77192 -0.005 0.007 0.006
C 3.93588 4.42219 -1.42148 0.005 0.000 -0.005
C 2.99471 5.20416 -0.76671 -0.003 0.001 0.000
C 1.74604 4.68093 -0.46335 0.001 0.000 0.001
C 1.44213 3.37250 -0.80985 -0.004 -0.006 0.005
C 3.25063 -0.59346 -1.53667 0.000 0.000 0.008
C 4.32119 -0.32183 -0.68406 -0.011 -0.003 -0.001
C 5.22517 -1.31976 -0.34046 0.003 -0.003 -0.001
C 5.07452 -2.60132 -0.84860 -0.003 0.001 0.003
C 4.01726 -2.88735 -1.70194 -0.003 -0.001 -0.001
C 3.11397 -1.89025 -2.03955 0.005 -0.002 -0.005
H -0.60195 0.89742 -1.42239 -0.019 -0.013 0.010
H 3.17086 -0.56890 -4.47938 0.001 -0.001 -0.001
H 2.69505 -0.44997 -6.88882 -0.001 -0.002 0.001
H 0.83121 0.94243 -7.72249 0.000 0.000 0.000
H -0.53177 2.25908 -6.13199 0.000 0.000 0.000
H -0.04110 2.17931 -3.72648 0.001 0.001 0.002
H 4.37208 2.51792 -2.29016 0.001 -0.002 0.001
H 4.90886 4.83085 -1.66057 0.000 0.001 -0.001
H 3.23475 6.22292 -0.49274 0.001 0.000 0.000
H 1.01104 5.28877 0.04776 -0.001 0.001 -0.001
H 0.46516 2.97676 -0.54701 0.001 0.004 -0.001
H 4.45548 0.67502 -0.28210 0.001 0.009 0.001
H 6.05004 -1.09291 0.32224 -0.001 0.002 0.001
H 5.78138 -3.37632 -0.58323 0.000 0.001 0.001
H 3.90188 -3.88467 -2.10710 -0.001 0.000 0.003
H 2.29835 -2.12844 -2.71511 -0.002 0.003 0.000
O 2.51111 1.29615 1.34411 -0.012 0.046 0.020
C 1.57743 0.68419 1.12468 0.065 -0.070 -0.022
```
Forces are in eV/Å.

These are the Löwdin partial charges, in e, on atoms 1 to 5:
1. Tc 0.749
2. Se 0.045
3. Sb 0.077
4. Se 0.361
5. Se 0.196

***

Number 1: strongest force on any atom 0.080 Eh/bohr, molecular weight 726.9 g/mol, calculated total energy -71659.0203 eV. Number 2: strongest force on any atom 0.020 Eh/bohr, molecular weight 628.4 g/mol, calculated total energy -75207.1071 eV. Number 3: strongest force on any atom 0.013 Eh/bohr, molecular weight 514.9 g/mol, calculated total energy -72400.3679 eV. Number 4: strongest force on any atom 0.002 Eh/bohr, molecular weight 1105.8 g/mol, calculated total energy -382532.2685 eV.